one | 150
Properties=species:S:1:pos:R:3:lowdin_charge:R:1 method="wB97M-V/def2-TZVPD" homo_energy_ev=-8.2 e_lumo_ev=-0.31 homo_lumo_gap_ev=7.906 spin_multiplicity=1 total_charge=0
O -3.944 -6.998 0.644 -0.25
S -2.572 -7.058 0.961 0.55
O -2.104 -7.889 2.029 -0.28
O -1.849 -7.513 -0.388 -0.26
C -0.462 -7.920 -0.300 -0.26
C -0.197 -8.848 -1.470 -0.06
C -1.986 -5.416 1.196 -0.12
H -0.277 -8.384 0.666 0.11
H 0.144 -7.011 -0.361 0.11
H -0.609 -8.435 -2.386 0.09
H -0.416 -9.888 -1.249 0.08
H 0.893 -8.839 -1.600 0.06
H -0.926 -5.390 1.440 0.07
H -2.467 -5.137 2.142 0.09
H -2.357 -4.700 0.471 0.07
O -5.494 -3.320 -2.287 -0.27
S -5.334 -3.104 -3.685 0.56
O -6.440 -2.935 -4.556 -0.26
O -4.417 -1.814 -3.863 -0.25
C -3.296 -1.693 -2.965 -0.28
C -2.078 -1.348 -3.793 -0.06
C -4.271 -4.345 -4.401 -0.10
H -3.149 -2.615 -2.407 0.10
H -3.442 -0.898 -2.235 0.11
H -1.168 -1.255 -3.203 0.06
H -2.278 -0.465 -4.404 0.08
H -1.848 -2.142 -4.514 0.08
H -4.706 -5.324 -4.227 0.08
H -3.297 -4.211 -3.939 0.06
H -4.262 -4.093 -5.457 0.07
O -0.982 0.612 7.261 -0.27
S -1.155 1.918 6.729 0.56
O -2.435 2.527 6.857 -0.27
O -0.023 2.864 7.331 -0.25
C 0.433 2.590 8.664 -0.26
C 0.413 3.859 9.485 -0.07
C -0.668 2.004 5.041 -0.12
H 1.455 2.218 8.605 0.12
H -0.145 1.849 9.210 0.12
H 1.207 3.813 10.234 0.08
H -0.522 3.973 10.036 0.08
H 0.559 4.773 8.912 0.08
H 0.288 1.497 4.953 0.06
H -0.492 3.064 4.849 0.07
H -1.523 1.710 4.442 0.07
O 1.435 -0.968 -4.065 -0.27
S 1.997 0.282 -3.659 0.57
O 2.381 0.562 -2.318 -0.27
O 3.268 0.581 -4.556 -0.26
C 3.663 -0.411 -5.534 -0.23
C 4.221 -1.681 -4.885 -0.07
C 0.889 1.583 -4.229 -0.07
H 4.410 0.055 -6.167 0.12
H 2.780 -0.659 -6.123 0.11
H 4.059 -1.680 -3.811 0.06
H 5.292 -1.719 -5.099 0.08
H 3.818 -2.600 -5.305 0.08
H 0.813 2.275 -3.397 0.06
H -0.037 1.057 -4.442 0.06
H 1.338 2.021 -5.111 0.07
O -0.655 -1.019 1.735 -0.25
S -0.684 -1.130 0.314 0.58
O -1.695 -1.882 -0.341 -0.27
O -0.805 0.356 -0.312 -0.27
C -0.316 1.454 0.484 -0.27
C -1.361 2.001 1.425 -0.06
C 0.905 -1.457 -0.403 -0.10
H 0.001 2.219 -0.229 0.12
H 0.585 1.162 1.031 0.10
H -1.041 2.918 1.911 0.07
H -1.644 1.198 2.105 0.07
H -2.290 2.193 0.878 0.08
H 1.602 -0.715 -0.033 0.06
H 0.702 -1.370 -1.465 0.05
H 1.117 -2.489 -0.126 0.07
O 2.732 1.990 4.345 -0.26
S 2.827 2.804 3.179 0.56
O 1.634 3.376 2.627 -0.28
O 3.867 3.933 3.546 -0.24
C 3.716 5.258 3.017 -0.24
C 3.934 5.362 1.509 -0.08
C 3.705 1.905 1.929 -0.12
H 4.429 5.887 3.540 0.12
H 2.706 5.616 3.221 0.12
H 3.010 5.175 0.962 0.07
H 4.751 4.722 1.182 0.07
H 4.164 6.406 1.285 0.08
H 3.082 1.077 1.612 0.05
H 4.584 1.494 2.417 0.07
H 3.962 2.668 1.200 0.06
O -5.411 7.572 -1.461 -0.23
S -4.188 7.104 -1.986 0.54
O -2.979 7.189 -1.238 -0.28
O -4.413 5.585 -2.350 -0.24
C -3.306 4.833 -2.890 -0.24
C -2.675 3.950 -1.828 -0.06
C -3.930 7.829 -3.570 -0.12
H -2.531 5.471 -3.312 0.10
H -3.743 4.271 -3.714 0.13
H -3.087 4.159 -0.841 0.07
H -1.595 4.082 -1.721 0.07
H -2.780 2.873 -1.986 0.07
H -2.999 7.448 -3.975 0.06
H -3.888 8.916 -3.526 0.08
H -4.789 7.620 -4.206 0.08
O 2.760 -4.405 -1.178 -0.26
S 3.660 -5.178 -1.943 0.54
O 4.053 -4.795 -3.256 -0.26
O 4.920 -5.351 -0.998 -0.24
C 6.074 -5.952 -1.588 -0.29
C 7.113 -6.258 -0.533 -0.05
C 3.018 -6.825 -2.059 -0.12
H 6.494 -5.358 -2.406 0.12
H 5.834 -6.870 -2.144 0.12
H 6.712 -6.926 0.228 0.09
H 7.349 -5.343 0.018 0.06
H 8.017 -6.618 -1.016 0.09
H 3.017 -7.313 -1.090 0.08
H 3.587 -7.391 -2.791 0.07
H 2.013 -6.673 -2.450 0.07
C 6.438 -2.441 0.822 -0.27
S 4.824 -1.674 0.751 0.81
O 4.549 -0.946 2.015 -0.54
C 5.228 -0.432 -0.503 -0.24
H 7.167 -1.771 1.283 0.06
H 6.738 -2.582 -0.221 0.05
H 6.457 -3.418 1.295 0.04
H 4.356 0.216 -0.527 0.02
H 5.457 -0.890 -1.461 0.05
H 6.105 0.102 -0.131 0.06
C -7.551 -0.368 1.152 -0.25
S -5.927 -0.954 1.721 0.81
O -6.160 -2.354 2.157 -0.55
C -5.163 -1.034 0.103 -0.29
H -7.757 -0.848 0.198 0.05
H -7.533 0.715 1.043 0.05
H -8.242 -0.723 1.911 0.05
H -4.923 -0.053 -0.319 0.06
H -5.819 -1.535 -0.607 0.04
H -4.203 -1.544 0.188 0.03
C -2.275 8.767 1.715 -0.28
S -3.011 7.565 2.813 0.81
O -4.464 7.816 2.827 -0.54
C -2.562 6.106 1.831 -0.26
H -1.187 8.767 1.851 0.05
H -2.518 9.795 1.987 0.05
H -2.523 8.589 0.670 0.03
H -2.269 5.373 2.580 0.03
H -1.796 6.326 1.092 0.04
H -3.396 5.693 1.261 0.05

---

two | 150
Properties=species:S:1:pos:R:3:lowdin_charge:R:1 method="wB97M-V/def2-TZVPD" homo_energy_ev=-8.3 e_lumo_ev=-0.09 homo_lumo_gap_ev=8.255 spin_multiplicity=1 total_charge=0
O -4.765 -5.702 0.868 -0.31
S -5.387 -4.766 1.776 0.56
O -6.774 -4.953 2.143 -0.27
O -4.612 -4.814 3.119 -0.24
C -3.197 -5.182 3.128 -0.23
C -2.249 -4.079 3.466 -0.08
C -5.025 -3.221 1.061 -0.12
H -2.925 -5.759 2.251 0.10
H -3.168 -5.877 4.007 0.14
H -2.492 -3.518 4.340 0.04
H -2.128 -3.234 2.723 0.08
H -1.215 -4.541 3.607 0.12
H -5.503 -3.252 0.052 0.09
H -3.935 -3.145 0.960 0.05
H -5.533 -2.421 1.594 0.06
O -5.841 0.089 1.212 -0.28
S -4.972 1.217 1.452 0.57
O -3.931 1.124 2.463 -0.29
O -4.431 1.566 0.092 -0.27
C -3.448 2.586 -0.067 -0.26
C -3.163 2.654 -1.494 -0.05
C -6.010 2.679 1.898 -0.07
H -2.612 2.249 0.552 0.09
H -3.889 3.532 0.359 0.12
H -2.493 3.463 -1.602 0.06
H -4.004 2.851 -2.115 0.09
H -2.669 1.789 -1.985 0.08
H -5.485 3.606 1.733 0.05
H -6.255 2.532 2.908 0.05
H -6.910 2.725 1.303 0.07
O -1.545 7.719 -0.112 -0.27
S -1.655 6.299 -0.041 0.59
O -2.959 5.716 -0.164 -0.28
O -0.822 5.662 -1.247 -0.27
C 0.245 6.440 -1.859 -0.21
C -0.023 6.350 -3.361 -0.04
C -0.783 5.585 1.314 -0.12
H 1.137 6.000 -1.530 0.08
H 0.038 7.437 -1.535 0.10
H -0.949 6.862 -3.460 0.07
H -0.052 5.317 -3.748 0.06
H 0.721 6.910 -3.915 0.08
H -0.635 4.583 1.042 0.03
H -1.369 5.684 2.207 0.07
H 0.236 6.041 1.366 0.07
O -0.914 1.756 5.779 -0.28
S -0.389 1.540 4.445 0.61
O 1.021 1.397 4.415 -0.28
O -0.985 0.120 3.828 -0.28
C -2.126 -0.463 4.476 -0.29
C -1.826 -1.262 5.759 -0.06
C -1.009 2.698 3.269 -0.11
H -2.617 -1.184 3.773 0.11
H -2.864 0.274 4.736 0.10
H -1.265 -2.212 5.541 0.08
H -2.806 -1.557 6.076 0.07
H -1.403 -0.490 6.452 0.08
H -0.664 2.360 2.311 0.02
H -0.488 3.548 3.667 0.07
H -2.105 2.623 3.322 0.08
O 6.014 1.246 -1.380 -0.28
S 5.190 0.546 -2.340 0.59
O 3.752 0.409 -2.117 -0.31
O 5.501 1.151 -3.770 -0.26
C 4.429 1.097 -4.835 -0.20
C 3.545 2.276 -4.813 -0.07
C 5.803 -1.117 -2.670 -0.10
H 3.844 0.231 -4.754 0.10
H 4.968 1.059 -5.739 0.11
H 2.999 2.082 -5.711 0.06
H 3.883 3.280 -4.916 0.08
H 2.849 2.143 -3.984 0.08
H 6.862 -1.075 -2.695 0.05
H 5.331 -1.349 -3.644 0.07
H 5.410 -1.853 -1.953 0.08
O 6.125 -6.315 3.015 -0.27
S 5.312 -5.171 3.319 0.56
O 5.156 -4.795 4.699 -0.29
O 5.743 -3.891 2.518 -0.25
C 7.110 -3.576 2.747 -0.29
C 7.403 -2.215 2.247 -0.06
C 3.727 -5.346 2.641 -0.12
H 7.664 -4.292 2.203 0.11
H 7.383 -3.737 3.791 0.13
H 7.007 -1.465 2.853 0.06
H 7.321 -1.969 1.153 0.11
H 8.415 -2.095 2.512 0.07
H 3.124 -4.517 2.965 0.04
H 3.397 -6.281 3.075 0.08
H 3.759 -5.287 1.523 0.10
O -1.340 0.645 -4.227 -0.28
S -0.650 1.181 -5.369 0.56
O 0.759 0.859 -5.508 -0.30
O -1.358 0.964 -6.732 -0.27
C -1.046 -0.279 -7.510 -0.18
C -0.816 0.093 -8.988 -0.06
C -0.781 2.928 -5.332 -0.12
H -1.876 -0.938 -7.357 0.11
H -0.100 -0.674 -7.114 0.11
H -0.626 -0.773 -9.636 0.08
H 0.084 0.691 -9.146 0.08
H -1.683 0.624 -9.405 0.08
H -0.199 3.312 -4.496 0.06
H -1.860 3.185 -5.189 0.10
H -0.456 3.421 -6.239 0.08
O -0.878 -4.036 -2.187 -0.29
S -1.932 -4.190 -1.220 0.54
O -1.659 -4.269 0.182 -0.27
O -2.976 -3.093 -1.464 -0.31
C -3.040 -2.075 -2.532 -0.20
C -4.468 -1.563 -2.655 -0.05
C -2.876 -5.685 -1.684 -0.09
H -2.757 -2.627 -3.461 0.13
H -2.256 -1.352 -2.329 0.09
H -4.825 -0.913 -1.831 0.08
H -5.207 -2.388 -2.875 0.10
H -4.461 -0.908 -3.533 0.08
H -2.814 -5.903 -2.735 0.06
H -3.921 -5.569 -1.467 0.04
H -2.489 -6.518 -1.105 0.07
C 3.948 -2.395 6.411 -0.21
S 2.221 -2.425 5.705 0.82
O 2.002 -3.768 5.050 -0.58
C 2.429 -1.310 4.355 -0.29
H 4.064 -1.309 6.506 0.04
H 4.649 -2.851 5.667 0.05
H 3.825 -2.734 7.388 0.01
H 2.492 -0.244 4.670 0.05
H 1.535 -1.406 3.710 0.06
H 3.350 -1.634 3.838 0.06
C 0.255 -0.146 -1.385 -0.22
S -0.027 0.256 0.348 0.88
O -0.235 1.762 0.310 -0.57
C -1.624 -0.444 0.405 -0.26
H -0.483 0.432 -1.929 0.03
H 0.089 -1.208 -1.393 0.04
H 1.266 0.120 -1.700 0.04
H -1.523 -1.532 0.237 0.06
H -2.459 0.100 -0.146 0.09
H -1.757 -0.248 1.465 0.02
C 3.552 3.956 -0.831 -0.25
S 3.185 4.494 0.852 0.86
O 2.002 5.357 0.738 -0.57
C 2.526 2.838 1.342 -0.23
H 2.654 3.433 -1.205 0.06
H 4.309 3.201 -0.762 0.02
H 3.815 4.820 -1.404 0.04
H 3.357 2.134 1.475 0.06
H 1.835 2.483 0.541 0.03
H 2.108 2.993 2.339 0.04

---

one (52.2 kJ/mol below the next structure)

---

one | 8
Properties=species:S:1:pos:R:3:mulliken_spin:R:1 method="wB97M-V/def2-TZVPD" homo_energy_ev="-7.7 / -11.4" e_lumo_ev="0.59 / -4.37" s_squared=2.0119 homo_lumo_gap_ev="8.326 / 6.998" spin_multiplicity=3 total_charge=0
C -2.363 -0.181 -0.361 -0.03
C 0.400 -0.574 0.489 0.86
O -2.091 0.418 -1.343 0.00
O -1.696 -0.823 0.542 0.73
Cl -4.134 -0.582 0.097 0.22
Cl 0.805 -1.770 -0.530 0.20
H 0.093 0.431 0.043 0.01
H 0.583 -0.659 1.463 0.00

---

two | 8
Properties=species:S:1:pos:R:3:mulliken_spin:R:1 method="wB97M-V/def2-TZVPD" homo_energy_ev="-6.9 / -11.3" e_lumo_ev="0.50 / -2.79" s_squared=2.0060 homo_lumo_gap_ev="7.420 / 8.535" spin_multiplicity=3 total_charge=0
C 3.255 -0.056 -0.576 0.00
C 0.066 0.242 0.601 0.74
O 2.786 -0.039 -1.641 0.01
O 1.021 -0.430 0.904 0.95
Cl 3.383 1.457 0.332 0.01
Cl 4.011 -1.413 0.123 0.00
H -0.771 0.403 1.377 0.15
H 0.020 0.928 -0.380 0.14

---

two (31.1 kJ/mol below the next structure)

---

one | 15
Properties=species:S:1:pos:R:3:lowdin_charge:R:1 method="wB97M-V/def2-TZVPD" homo_energy_ev=-2.3 e_lumo_ev=4.27 smiles=NCCNC[O-] homo_lumo_gap_ev=6.608 spin_multiplicity=1 total_charge=-1
N 1.351 -0.981 0.952 -0.03
C -0.065 -1.304 0.668 -0.30
C -0.954 -0.047 0.641 -0.28
N -0.277 1.066 0.070 -0.12
C 0.076 1.141 -1.372 -0.61
O 1.000 2.062 -1.596 -0.34
H 1.438 0.010 0.730 0.04
H 1.959 -1.474 0.312 0.04
H -0.151 -1.810 -0.308 0.09
H -0.386 -2.036 1.414 0.08
H -1.842 -0.308 0.045 0.09
H -1.276 0.269 1.635 0.10
H -0.353 2.009 0.409 0.09
H -0.899 1.297 -1.935 0.07
H 0.380 0.107 -1.665 0.07

---

two | 15
Properties=species:S:1:pos:R:3:lowdin_charge:R:1 method="wB97M-V/def2-TZVPD" homo_energy_ev=-2.6 e_lumo_ev=4.47 smiles=NCCNC[O-] homo_lumo_gap_ev=7.051 spin_multiplicity=1 total_charge=-1
N -0.887 -1.568 0.244 -0.04
C 0.501 -1.428 0.064 -0.36
C 0.993 -0.147 0.785 -0.27
N 0.358 1.127 0.328 -0.11
C -0.712 1.420 -0.831 -0.58
O -0.522 0.623 -1.825 -0.32
H -1.049 -0.631 0.641 0.04
H -1.419 -1.459 -0.633 0.07
H 0.819 -1.254 -1.018 0.12
H 0.882 -2.210 0.664 0.07
H 2.086 -0.078 0.593 0.09
H 0.769 -0.315 1.848 0.08
H 0.497 2.128 0.669 0.07
H -1.953 1.344 -0.465 0.09
H -0.364 2.448 -1.065 0.05

---

one (161.4 kJ/mol below the next structure)

---

one | 18
Properties=species:S:1:pos:R:3:lowdin_charge:R:1 method="wB97M-V/def2-TZVPD" homo_energy_ev=-8.2 e_lumo_ev=0.82 smiles=CCSSCCN homo_lumo_gap_ev=9.052 spin_multiplicity=1 total_charge=0
C -0.587 2.963 1.136 -0.18
C -1.213 1.576 1.395 -0.54
S 0.011 0.153 1.222 0.46
S 1.499 0.422 -0.173 0.46
C 1.167 -0.856 -1.547 -0.49
C 0.117 -1.881 -1.114 -0.43
N 0.687 -2.756 -0.111 -0.02
H -1.372 3.720 1.069 0.07
H 0.001 2.826 0.225 0.03
H 0.120 3.271 1.918 0.07
H -1.998 1.428 0.626 0.06
H -1.653 1.417 2.378 0.06
H 2.042 -1.497 -1.743 0.07
H 0.909 -0.341 -2.474 0.06
H -0.190 -2.445 -2.020 0.11
H -0.806 -1.358 -0.847 0.07
H 1.290 -3.495 -0.427 0.07
H -0.024 -3.149 0.489 0.07

---

two | 18
Properties=species:S:1:pos:R:3:lowdin_charge:R:1 method="wB97M-V/def2-TZVPD" homo_energy_ev=-8.2 e_lumo_ev=0.45 smiles=CNCCCSS homo_lumo_gap_ev=8.630 spin_multiplicity=1 total_charge=0
C 1.136 1.920 0.472 -0.19
N 1.617 0.604 -0.025 -0.12
C 0.631 -0.230 -0.816 -0.31
C 0.044 -1.452 -0.146 -0.26
C -0.854 -1.032 0.976 -0.47
S -1.668 0.661 0.706 0.45
S -2.912 0.208 -0.874 0.29
H 0.735 1.740 1.505 0.05
H 0.295 2.327 -0.136 0.04
H 2.087 2.628 0.484 0.11
H 2.316 0.691 -0.719 0.06
H 1.076 -0.604 -1.757 0.12
H -0.053 0.539 -1.190 0.05
H -0.479 -1.923 -0.970 0.10
H 0.822 -2.121 0.140 0.11
H -1.269 -1.905 1.185 0.03
H -0.513 -0.857 1.984 0.07
H -3.013 -1.196 -0.819 -0.13

---

one (180.3 kJ/mol below the next structure)

---

one | 20
Properties=species:S:1:pos:R:3:lowdin_charge:R:1 method="wB97M-V/def2-TZVPD" homo_energy_ev=-13.3 e_lumo_ev=-5.40 homo_lumo_gap_ev=7.912 spin_multiplicity=1 total_charge=+1
C 0.174 -1.388 1.184 -0.13
C 1.009 1.025 1.473 -0.09
C -0.680 0.425 -0.278 -0.34
C 0.520 -0.074 0.445 -0.84
N -0.253 0.438 -2.471 0.02
P -2.207 -0.402 -0.458 0.96
S 1.991 -0.305 -0.720 0.82
H -0.573 -2.122 0.602 0.11
H 1.097 -1.817 1.629 0.09
H -0.326 -0.990 2.079 0.09
H 1.705 0.680 2.137 0.05
H 1.640 1.805 0.916 0.10
H 0.277 1.596 2.030 0.09
H -0.732 1.525 -0.472 0.11
H -1.069 0.846 -3.016 0.12
H 0.428 1.163 -2.698 0.07
H 0.071 -0.492 -2.693 0.05
H -2.457 -1.052 0.717 -0.06
H -3.122 0.507 -0.293 -0.10
H 2.507 -1.368 -0.114 -0.12

---

two | 20
Properties=species:S:1:pos:R:3:lowdin_charge:R:1 method="wB97M-V/def2-TZVPD" homo_energy_ev=-13.3 e_lumo_ev=-4.71 homo_lumo_gap_ev=8.638 spin_multiplicity=1 total_charge=+1
C -0.993 -0.694 2.022 -0.21
C -1.072 0.353 -2.410 -0.19
C 0.690 -1.799 -1.007 -0.18
C 1.762 1.820 0.971 -0.38
N -1.595 -0.179 0.808 -0.07
P -0.034 -0.101 -0.898 0.72
S 1.064 1.550 -0.685 0.67
H -1.589 -0.364 2.856 0.09
H -0.926 -1.808 2.021 0.09
H -0.006 -0.228 2.195 0.05
H -2.165 0.144 -2.046 0.11
H -0.857 -0.018 -3.328 0.01
H -0.927 1.411 -2.364 0.00
H 0.262 -2.506 -1.720 0.08
H 0.607 -2.220 -0.087 -0.01
H 1.750 -1.628 -1.214 0.06
H 2.829 1.841 0.842 0.03
H 1.601 0.948 1.711 0.06
H 1.192 2.701 1.351 0.06
H -1.592 0.778 0.982 0.00

---

two (85.2 kJ/mol below the next structure)

---

one | 8
Properties=species:S:1:pos:R:3:lowdin_charge:R:1 method="wB97M-V/def2-TZVPD" homo_energy_ev=-2.4 e_lumo_ev=3.92 homo_lumo_gap_ev=6.354 spin_multiplicity=1 total_charge=-1
S 0.840 0.384 3.145 -0.39
H 1.093 1.339 2.203 -0.48
C -0.102 -0.197 -0.244 -0.08
C -0.472 -0.357 -1.514 -0.10
H -0.364 -1.062 0.389 0.05
H 0.478 0.579 0.096 -0.02
H -0.941 -1.194 -1.900 0.00
H -0.531 0.507 -2.176 0.03

---

two | 8
Properties=species:S:1:pos:R:3:lowdin_charge:R:1 method="wB97M-V/def2-TZVPD" homo_energy_ev=-2.4 e_lumo_ev=3.96 homo_lumo_gap_ev=6.335 spin_multiplicity=1 total_charge=-1
S 2.396 -1.590 -1.901 -0.46
H 2.041 -2.843 -1.441 -0.49
C -1.358 0.599 0.822 -0.10
C -0.185 1.022 0.300 -0.08
H -1.353 0.247 1.841 0.03
H -2.172 0.469 0.139 0.02
H 0.002 0.859 -0.754 0.03
H 0.628 1.237 0.994 0.04

---

one (5.1 kJ/mol below the next structure)